(1)
# C2HCl2FNO2

An isolated ion of composition C2HCl2FNO2 and charge -1 at a distorted geometry (wB97M-V/def2-TZVPD, the Open Molecules 2025 dataset).

Its structure (SMILES) is O=C([O-])N(F)C(Cl)Cl. The calculation puts the energy relative to the best compared isomer or geometry (same formula, charge and spin) at 156.2 kJ/mol. Its total energy is -35437.7390 eV. The calculation puts the HOMO-LUMO gap at 8.6 eV.

```
! wB97M-V def2-TZVPD RIJCOSX def2/J DEFGRID3
* xyz -1 1
O 2.434 0.650 -0.649
C 1.254 0.705 -0.812
O 0.409 1.132 -1.553
N 0.290 -0.001 0.383
F 1.071 -0.534 1.402
C -0.982 -0.275 0.253
Cl -1.253 -2.124 -0.130
Cl -1.984 0.078 1.646
H -1.239 0.371 -0.541
*
```

natural (NBO) charges in e: atom 1 (O): -0.67, atom 2 (C): 0.93, atom 3 (O): -0.73, atom 4 (N): -0.20, atom 5 (F): -0.26, atom 6 (C): -0.03, atom 7 (Cl): -0.25, atom 8 (Cl): -0.08, atom 9 (H): 0.27

---

(2)
# C4H14NO2

A 2-piece molecular cluster, C4H14NO2 overall at a distorted geometry (wB97M-V/def2-TZVPD, the Open Molecules 2025 dataset).

The calculation puts the energy relative to the best compared isomer or geometry (same formula, charge and spin) at 82.0 kJ/mol. Its total energy is -9953.9114 eV. The calculation puts the HOMO-LUMO gap at 11.8 eV.

```
! wB97M-V def2-TZVPD RIJCOSX def2/J DEFGRID3
* xyz 1 1
C -2.493 -0.361 -0.048
C -0.993 -0.353 -0.341
C -0.623 0.685 -1.418
C 0.831 1.137 -1.406
O 1.662 0.038 -0.904
N -0.231 -0.017 0.938
H -2.689 -0.855 0.905
H -2.853 0.646 -0.114
H -2.978 -0.944 -0.823
H -0.608 -1.336 -0.633
H -1.315 1.514 -1.299
H -0.845 0.273 -2.395
H 1.022 1.957 -0.708
H 1.209 1.392 -2.386
H 2.101 -0.411 -1.629
H 0.763 0.082 0.689
H -0.295 -0.803 1.572
H -0.598 0.810 1.403
H 3.423 -0.803 3.411
H 2.814 -1.764 2.402
O 2.696 -0.887 2.785
*
```

natural (NBO) charges in e: atom 1 (C): -0.63, atom 2 (C): -0.02, atom 3 (C): -0.46, atom 4 (C): -0.08, atom 5 (O): -0.77, atom 6 (N): -0.69, atom 7 (H): 0.23, atom 8 (H): 0.22, atom 9 (H): 0.25, atom 10 (H): 0.23, atom 11 (H): 0.22, atom 12 (H): 0.24, atom 13 (H): 0.19, atom 14 (H): 0.22, atom 15 (H): 0.50, atom 16 (H): 0.48, atom 17 (H): 0.44, atom 18 (H): 0.43, atom 19 (H): 0.49, atom 20 (H): 0.47, atom 21 (O): -0.96